No. 1
Entry from OMol25: a single C23H29ClFN3O3S molecule (ωB97M-V/def2-TZVPD).

ΔE to the lowest compared entry with this formula, charge and spin   18.70 kJ/mol
SMILES   O=C(CCS(=O)(=O)Cc1ccc(Cl)cc1)NCCCN1CCN(c2ccccc2F)CC1
Frontier orbital gap   8.020 eV
LUMO level   0.530 eV

Structure (ORCA input):
```
! wB97M-V def2-TZVPD RIJCOSX def2/J DEFGRID3
* xyz 0 1
O -1.0109 -2.8049 -0.4717
C -0.0842 -2.4229 -1.1631
C -0.2517 -1.2623 -2.1415
C -1.2285 -0.2692 -1.5456
S -0.6513 0.1928 0.1346
O 0.6861 -0.3258 0.3146
O -0.8130 1.6121 0.2848
C -1.7422 -0.6215 1.3669
C -3.1512 -0.3194 1.0212
C -3.9493 -1.2865 0.4160
C -5.2510 -0.9984 0.0483
C -5.7562 0.2714 0.2804
Cl -7.3822 0.6385 -0.1755
C -4.9726 1.2508 0.8716
C -3.6742 0.9512 1.2403
N 1.1239 -3.0113 -1.1682
C 1.5113 -3.9395 -0.1262
C 2.1168 -3.2443 1.1019
C 3.6405 -2.9765 1.0426
N 4.0970 -1.6477 0.7001
C 3.6565 -0.5970 1.6050
C 4.4349 0.6912 1.3118
N 4.2479 1.1034 -0.0688
C 3.1422 1.8525 -0.4426
C 2.4517 1.6425 -1.6447
C 1.4008 2.4432 -2.0476
C 0.9740 3.5004 -1.2684
C 1.6392 3.7524 -0.0835
C 2.6961 2.9567 0.2997
F 3.3269 3.3178 1.4530
C 4.6941 0.0273 -0.9263
C 3.8642 -1.2361 -0.6691
H 0.7073 -0.7752 -2.3155
H -0.6334 -1.6481 -3.0905
H -2.2168 -0.7002 -1.4156
H -1.2857 0.6608 -2.1018
H -1.5127 -1.6809 1.3190
H -1.4306 -0.1883 2.3141
H -3.5413 -2.2700 0.2351
H -5.8710 -1.7503 -0.4139
H -5.3777 2.2357 1.0413
H -3.0512 1.7104 1.6858
H 1.8730 -2.5720 -1.6787
H 0.5967 -4.4576 0.1706
H 2.2096 -4.6665 -0.5496
H 1.5860 -2.3032 1.2491
H 1.9184 -3.8759 1.9682
H 4.0628 -3.1882 2.0297
H 4.1073 -3.6697 0.3346
H 2.5837 -0.3800 1.4909
H 3.8514 -0.9176 2.6306
H 5.5052 0.5119 1.4554
H 4.1194 1.4660 2.0027
H 2.7372 0.8291 -2.2926
H 0.9090 2.2287 -2.9865
H 0.1428 4.1160 -1.5701
H 1.3559 4.5726 0.5569
H 5.7370 -0.1810 -0.6680
H 4.6595 0.3301 -1.9728
H 2.8034 -0.9876 -0.8335
H 4.1800 -2.0395 -1.3415
*
```

Mulliken population analysis, charges in e, atoms 1 to 8: atom 1 (O): -0.657, atom 2 (C): 0.191, atom 3 (C): -0.181, atom 4 (C): -0.864, atom 5 (S): 0.821, atom 6 (O): -0.588, atom 7 (O): -0.595, atom 8 (C): -1.206

---

No. 2
Entry from OMol25: a molecular structure, C23H29FeOSi at a distorted geometry (ωB97M-V/def2-TZVPD).

ΔE to the lowest compared entry with this formula, charge and spin   0.00 kJ/mol
<S²>   6.11
Frontier orbital gap (alpha / beta)   2.944 / 4.923 eV
LUMO level (alpha / beta)   2.398 / 2.397 eV

Structure (ORCA input):
```
! wB97M-V def2-TZVPD RIJCOSX def2/J DEFGRID3
* xyz -1 5
C 3.1193 0.3641 -1.3561
Si 1.5798 1.2650 -1.9135
C 0.8114 2.2848 -0.5421
C 2.0422 2.3404 -3.3705
C 0.2045 -0.0115 -2.3890
C -0.0085 -1.0993 -1.6057
O -0.8491 0.4305 -3.1862
C -0.6692 0.6889 -4.5538
C 0.0171 -0.2092 -5.3813
C 0.3795 0.2286 -6.6552
C 0.0575 1.5203 -7.0757
C -0.7205 2.3569 -6.2647
C -1.1477 1.9207 -5.0190
H 3.9234 1.0937 -1.1783
H 2.9640 -0.2012 -0.4272
H 3.4731 -0.3367 -2.1256
H 1.4602 3.1371 -0.2818
H -0.1586 2.6797 -0.8848
H 0.6286 1.6894 0.3678
H 3.0081 2.8267 -3.1651
H 2.1477 1.7644 -4.2977
H 1.2974 3.1244 -3.5506
H -0.9034 -1.7192 -1.7146
H 0.7689 -1.4014 -0.8974
H 0.2548 -1.2111 -5.0142
H 0.9221 -0.4517 -7.3139
H 0.3860 1.8674 -8.0607
H -1.0026 3.3534 -6.6066
H -1.7932 2.5142 -4.3696
C -2.4198 0.6689 1.4698
C -1.5352 -0.4998 1.6030
C -1.6144 -1.3601 2.7050
C -1.0475 -2.7266 2.8494
C -1.5105 -3.2946 4.0830
C -2.3069 -2.2965 4.7857
C -2.3624 -1.1111 3.9729
Fe -0.5067 -1.5985 4.3715
C -0.0112 -0.6380 6.0320
C 0.4213 0.0911 4.8495
C 1.2857 -0.7870 4.0703
C 1.3843 -2.0574 4.7722
C 0.5837 -1.9653 5.9838
H -1.8576 1.5897 1.2979
H -3.1071 0.5379 0.6291
H -3.0463 0.7894 2.3687
H -0.8141 -0.7143 0.8301
H -0.5293 -3.2243 2.0322
H -1.3767 -4.3329 4.3854
H -2.8572 -2.4568 5.7105
H -2.9471 -0.2110 4.1316
H -0.5991 -0.2260 6.8506
H 0.2143 1.1384 4.6316
H 1.8317 -0.5059 3.1714
H 2.0160 -2.8972 4.4807
H 0.5193 -2.7218 6.7647
*
```

Mulliken population analysis, charges in e, atoms 1 to 8: atom 1 (C): -1.039, atom 2 (Si): 0.038, atom 3 (C): -0.947, atom 4 (C): -0.949, atom 5 (C): 0.925, atom 6 (C): -1.236, atom 7 (O): -0.455, atom 8 (C): 0.247